72
Properties=species:S:1:pos:R:3 method="wB97M-V/def2-TZVPD" lumo_ev=-3.27 total_charge=+1 e_homo_ha=-0.3917 orbital_gap_ha=0.2714 e_tot_ha=-1557.23619
C -0.49438 0.18718 -0.20392
O -0.65490 0.45729 -1.58368
C 0.16037 1.49277 -2.07421
C 1.64664 1.15889 -2.06701
C 2.51236 2.38114 -2.35712
C 4.00065 2.01527 -2.48597
C 4.97902 3.03886 -1.88109
C 6.14150 2.38383 -1.13265
C 7.21875 1.89172 -2.10748
N 7.94652 0.71341 -1.59831
C 7.42796 -0.47409 -1.47453
N 6.17009 -0.81022 -1.78210
C 5.84149 -2.12325 -1.19257
C 7.07479 -2.34769 -0.29003
P 6.68343 -1.74802 1.42810
O 5.23360 -1.64765 1.67682
N 8.16717 -1.52403 -0.88010
H -1.47347 0.02995 0.24747
H 0.11470 -0.70661 -0.04088
H -0.01413 1.02026 0.32031
H -0.16409 1.66319 -3.10198
H -0.02208 2.42353 -1.51704
H 1.83914 0.38782 -2.82058
H 1.93387 0.73229 -1.10119
H 2.38323 3.11114 -1.55455
H 2.16555 2.84769 -3.28242
H 4.23460 1.85926 -3.54313
H 4.14811 1.05347 -1.98066
H 5.39482 3.66365 -2.67701
H 4.45295 3.70847 -1.20169
H 5.77451 1.54943 -0.53085
H 6.59290 3.09304 -0.43796
H 6.79638 1.64808 -3.08443
H 7.97261 2.65792 -2.27000
H 8.91867 0.79877 -1.33819
H 5.75359 -0.48856 -2.64491
H 5.67322 -2.88562 -1.95192
H 4.95185 -2.03052 -0.56920
H 7.36981 -3.39263 -0.23842
H 7.41782 -0.54583 1.47761
H 7.42653 -2.61005 2.24949
H 8.55248 -2.05954 -1.65993
C -3.60471 3.55143 2.76931
C -3.48322 2.50759 1.67249
O -3.34541 1.17936 2.14585
C -4.43077 0.68992 2.92256
C -5.75719 0.66244 2.18656
H -2.78009 3.45993 3.47781
H -3.57814 4.54999 2.33094
H -4.54054 3.46004 3.32143
H -2.57818 2.68727 1.08945
H -4.32922 2.58490 0.98051
H -4.52182 1.26191 3.85292
H -4.13606 -0.32287 3.19786
H -6.12811 1.66535 1.96960
H -6.50663 0.15664 2.79591
H -5.66872 0.11684 1.24680
C -7.77032 -4.05065 -0.54490
C -7.00648 -3.44314 0.61898
O -7.60612 -2.27758 1.15829
C -8.90952 -2.44550 1.69152
C -8.98334 -3.42720 2.84802
H -7.95472 -3.29959 -1.31411
H -7.18653 -4.86079 -0.98407
H -8.72948 -4.46745 -0.23576
H -6.02064 -3.11639 0.28634
H -6.84932 -4.19408 1.40193
H -9.61434 -2.73379 0.90357
H -9.19854 -1.44991 2.02935
H -8.78495 -4.45217 2.53256
H -9.98301 -3.40559 3.28377
H -8.26250 -3.16090 3.62243